Record 1
DFT (the ωB97M-V functional and the def2-TZVPD basis) results for a structure of composition C15H11AuN3O5.

```
! RIJCOSX wB97M-V def2-TZVPD def2/J DEFGRID3
* xyz 0 2
Au -0.1209 -0.1379 -0.2080
O 3.5410 -0.2538 1.7913
C 2.3693 -0.2786 1.4492
O 1.9332 -0.3612 0.2503
C 1.3379 -0.2138 2.5998
C 1.8127 -0.0993 3.9344
C 0.9033 -0.0211 4.9413
C -0.4863 -0.0728 4.6468
C -1.4992 -0.0026 5.6358
C -2.8149 -0.0743 5.2823
C -3.1830 -0.2272 3.9235
C -2.2282 -0.2954 2.9513
C -0.8571 -0.2087 3.3003
N 0.0722 -0.2628 2.3030
H 2.8790 -0.0726 4.0958
H 1.2213 0.0779 5.9726
H -1.2103 0.1065 6.6738
H -3.5846 -0.0256 6.0411
H -4.2303 -0.2976 3.6593
H -2.4804 -0.4371 1.9066
O -2.1141 0.0803 -0.9622
N -2.4487 1.3249 -1.2558
C -2.6659 1.6497 -2.5408
C -3.0310 2.9346 -2.8802
C -3.1710 3.8928 -1.8889
C -2.9447 3.5293 -0.5705
C -2.5841 2.2341 -0.2735
H -2.5221 0.8368 -3.2353
H -3.1918 3.1700 -3.9219
H -3.4503 4.9060 -2.1397
H -3.0270 4.2420 0.2366
H -2.3752 1.8601 0.7185
O -0.0095 4.3130 0.4774
N 0.6468 3.5446 -0.1450
O 0.3863 2.6788 -0.9076
*
```

Calculated values
HOMO-LUMO gap (alpha / beta) ... 0.268 / 0.223 hartree
ΔE to the lowest compared entry with this formula, charge and spin ... 6.3 kcal per mole
Max |F| ... 0.5 eV Å⁻¹
LUMO (alpha / beta) ... -0.7 / -1.9 eV
E_tot ... -1254.1945 a.u.
<S²> ... 0.754

Atomic partial charges in e from the Löwdin method, atoms 1 to 6: 0.807 0.040 -0.619 -0.185 -0.181 0.012

Record 2
DFT (the ωB97M-V functional and the def2-TZVPD basis) results for a structure of composition C15H11Cl3F5FeOSbSe.

```
! RIJCOSX wB97M-V def2-TZVPD def2/J DEFGRID3
* xyz 1 6
Fe -0.1803 -0.1323 -0.4829
Cl 2.1721 -5.4265 -4.5228
C 1.9902 -3.9882 -3.6031
C 0.7699 -3.7139 -3.0041
C 0.6591 -2.5462 -2.2864
Cl -0.8217 -2.1188 -1.4622
C 1.6958 -1.6074 -2.1119
O 1.5030 -0.5115 -1.4277
C 2.9184 -1.9437 -2.7266
Cl 4.2375 -0.8621 -2.5467
C 3.0558 -3.1084 -3.4574
H -0.0562 -4.4047 -3.1031
H 4.0060 -3.3379 -3.9197
F 0.0066 -0.4203 7.7372
C -0.0055 -0.3624 6.4303
C -0.3789 0.8184 5.7959
F -0.7172 1.8765 6.5098
C -0.3945 0.8698 4.4190
F -0.7521 1.9908 3.8097
C -0.0425 -0.2443 3.6514
Se -0.1550 -0.1731 1.7857
C 0.3406 -1.4150 4.3092
F 0.6827 -2.4755 3.5992
C 0.3560 -1.4808 5.6866
F 0.7097 -2.5953 6.2985
C -0.1698 3.1649 -3.0622
Sb -1.1557 2.0397 -1.5337
C -1.7289 3.6046 -0.1904
C -3.0212 1.7401 -2.5511
H -0.8170 3.9964 -3.3322
H -0.0058 2.5283 -3.9286
H 0.7857 3.5392 -2.7030
H -2.2053 4.3978 -0.7623
H -0.8514 3.9950 0.3206
H -2.4268 3.2118 0.5463
H -3.3782 2.7107 -2.8890
H -3.7546 1.2951 -1.8821
H -2.8707 1.0892 -3.4099
*
```

Calculated values
HOMO-LUMO gap (alpha / beta) ... 0.284 / 0.170 hartree
Max |F| ... 2.4 eV Å⁻¹
LUMO (alpha / beta) ... -3.3 / -6.4 eV
E_tot ... -6438.3855 a.u.
<S²> ... 8.787

Atomic partial charges in e from the Löwdin method, atoms 1 to 6: 0.108 0.719 -0.676 -0.116 -0.505 0.803

Record 3
DFT (the ωB97M-V functional and the def2-TZVPD basis) results for an isolated molecule of C15H11F2N3S.

```
! RIJCOSX wB97M-V def2-TZVPD def2/J DEFGRID3
* xyz 0 1
N 1.7727 4.4613 0.7009
C 0.8785 3.9321 0.2191
N -0.1369 3.3220 -0.3670
C -0.6872 2.1153 0.0225
N -1.8327 1.8396 -0.4244
C -2.5829 0.7158 -0.1572
C -3.3179 0.1638 -1.2091
C -4.1249 -0.9347 -0.9938
C -4.2359 -1.4922 0.2702
C -3.5177 -0.9216 1.3049
F -3.6290 -1.4469 2.5425
C -2.6912 0.1687 1.1212
S 0.3223 1.0866 1.0873
C 1.9860 1.1774 0.2882
C 2.4666 -0.2150 0.0409
C 1.8220 -1.0451 -0.8701
C 2.2590 -2.3379 -1.0888
C 3.3534 -2.8295 -0.3957
C 4.0105 -2.0262 0.5185
C 3.5570 -0.7368 0.7268
F 4.2082 0.0388 1.6181
H -0.7190 3.8759 -0.9861
H -3.2303 0.6027 -2.1905
H -4.6812 -1.3606 -1.8149
H -4.8689 -2.3437 0.4605
H -2.1645 0.5978 1.9589
H 1.8738 1.7203 -0.6484
H 2.6463 1.7241 0.9594
H 0.9615 -0.6673 -1.4037
H 1.7435 -2.9643 -1.8002
H 3.6952 -3.8389 -0.5644
H 4.8635 -2.3813 1.0746
*
```

Calculated values
HOMO-LUMO gap ... 0.333 hartree
ΔE to the lowest compared entry with this formula, charge and spin ... 0.0 kcal per mole
Max |F| ... 1.2 eV Å⁻¹
LUMO ... 0.3 eV
E_tot ... -1340.3697 a.u.
Structure (SMILES) ... N#CN/C(=N/c1cccc(F)c1)SCc1ccccc1F

Atomic partial charges in e from the Löwdin method, atoms 1 to 6: 0.179 -0.351 0.052 -0.595 0.104 -0.299

Record 4
DFT (the ωB97M-V functional and the def2-TZVPD basis) results for a structure of composition C15H11FeNO6.

```
! RIJCOSX wB97M-V def2-TZVPD def2/J DEFGRID3
* xyz -2 5
O -0.9718 4.0434 -2.1964
C -1.5941 3.2065 -1.6690
Fe -2.5660 1.8932 -1.0387
C -4.0566 2.8794 -1.4874
O -4.6883 3.4605 -2.2913
C -2.4472 0.9622 -2.5714
O -2.2672 0.7588 -3.7048
C -0.0461 0.9116 0.3035
C -0.3335 2.1834 1.1403
C -1.7058 2.7248 0.7265
C -2.7778 1.8347 1.0212
C -2.5933 0.5172 0.5223
C -1.3849 0.3303 -0.2096
H 0.5277 1.2654 -0.5992
H -0.2873 2.1118 2.2618
H 0.4814 2.8668 0.8468
H -1.7940 3.8273 0.8293
H -3.6856 2.2021 1.4734
H -3.3837 -0.2507 0.5226
H -1.2582 -0.5632 -0.8483
C 2.3490 -1.1792 -0.3783
C 3.1519 -2.3228 -0.6063
C 3.1776 -3.3720 0.3320
N 3.6523 -4.6842 -0.0211
O 3.5186 -5.5852 0.8444
O 4.1446 -4.9185 -1.1462
C 2.5651 -3.2168 1.5850
C 1.8078 -2.0633 1.8218
C 1.5932 -1.0568 0.8257
O 0.7407 -0.0736 1.1762
H 2.3749 -0.3427 -1.0823
H 3.7663 -2.4364 -1.5056
H 2.6526 -3.9991 2.3380
H 1.3376 -1.9152 2.7851
*
```

Calculated values
HOMO-LUMO gap (alpha / beta) ... 0.152 / 0.246 hartree
ΔE to the lowest compared entry with this formula, charge and spin ... 0.0 kcal per mole
Max |F| ... 2.9 eV Å⁻¹
LUMO (alpha / beta) ... 5.0 / 4.5 eV
E_tot ... -2347.8488 a.u.
<S²> ... 6.101

Atomic partial charges in e from the Löwdin method, atoms 1 to 6: 0.076 -0.211 0.075 -0.195 -0.029 -0.171

Record 5
DFT (the ωB97M-V functional and the def2-TZVPD basis) results for a structure of composition C15H12BrCuN2O4SbSe4.

```
! RIJCOSX wB97M-V def2-TZVPD def2/J DEFGRID3
* xyz 0 2
Cu -0.5067 -2.8720 0.1981
C 2.4286 -3.6978 -0.3361
O 1.5104 -2.6323 -0.1155
C 1.9313 -1.3155 -0.1037
C 3.2482 -0.9188 0.0035
C 3.5296 0.4407 0.0205
Br 5.3457 0.9741 0.1367
C 2.5311 1.3797 -0.0235
C 1.1852 0.9980 -0.1163
C 0.8930 -0.3657 -0.1850
O -0.3400 -0.8996 -0.4363
C 0.2489 2.1116 -0.1488
N 0.6954 3.3210 -0.4008
C -0.3700 4.1602 -0.2891
C -0.4561 5.5433 -0.4530
C -1.6826 6.1305 -0.2374
C -2.7999 5.3792 0.1463
C -2.7414 4.0093 0.3004
C -1.5148 3.4066 0.0632
N -1.0962 2.1034 0.1270
H 3.4553 -3.3471 -0.3938
H 2.1619 -4.2002 -1.2699
H 2.3526 -4.3986 0.5004
H 4.0653 -1.6170 0.0651
H 2.7422 2.4346 -0.0039
H -1.1672 -0.4648 -0.0308
H 0.4134 6.1142 -0.7396
H -1.7993 7.1993 -0.3522
H -3.7337 5.8913 0.3242
H -3.6016 3.4312 0.6013
H -1.7047 1.3335 0.3610
O -2.6151 -0.4913 0.5448
C -3.0682 -1.6360 0.5705
O -2.4401 -2.7072 0.3881
H -4.1461 -1.7679 0.7844
Se 0.6519 -6.2120 1.7975
Sb -0.6932 -6.9669 -0.3913
Se 0.4004 -6.1210 -2.3490
Se -2.1222 -8.8058 0.1390
Se -1.1898 -4.9236 1.3033
*
```

Calculated values
HOMO-LUMO gap (alpha / beta) ... 0.245 / 0.211 hartree
ΔE to the lowest compared entry with this formula, charge and spin ... 0.0 kcal per mole
Max |F| ... 1.1 eV Å⁻¹
LUMO (alpha / beta) ... -1.8 / -2.8 eV
E_tot ... -15049.7927 a.u.
<S²> ... 0.759

Atomic partial charges in e from the Löwdin method, atoms 1 to 6: 0.451 -0.054 -0.167 -0.166 -0.051 -0.661

Record 6
DFT (the ωB97M-V functional and the def2-TZVPD basis) results for a structure of composition C15H12Cl2N2O5Pt.

```
! RIJCOSX wB97M-V def2-TZVPD def2/J DEFGRID3
* xyz 0 1
Pt -0.7138 0.7463 0.5559
Cl 4.9200 5.2687 1.6663
C 3.7977 3.9812 1.3531
C 4.2948 2.7052 1.0386
C 3.4370 1.6738 0.7866
Cl 4.0665 0.1116 0.4002
C 2.0162 1.8312 0.8320
O 1.2927 0.7977 0.5902
C 1.5487 3.1364 1.1475
C 0.1638 3.4745 1.2106
O -0.8161 2.7410 1.0003
C 2.4554 4.1926 1.4062
H 5.3619 2.5367 0.9961
H -0.0657 4.5149 1.4665
H 2.0676 5.1742 1.6463
O -4.6311 0.6644 1.3306
N -3.4318 0.6623 1.4798
O -2.8391 0.5671 2.5367
O -2.7158 0.7638 0.3560
C -0.4757 -3.7369 1.1040
C -0.8696 -3.3366 -0.2785
C -1.1574 -4.2865 -1.2318
C -1.5225 -3.8871 -2.5117
C -1.6096 -2.5474 -2.8788
C -1.3450 -1.5430 -1.9730
C -1.4252 -0.1258 -2.4233
C -0.9628 -1.9262 -0.6214
N -0.6529 -1.1241 0.3653
H -0.4324 -4.8208 1.1897
H -1.1866 -3.3441 1.8306
H 0.4914 -3.3085 1.3639
H -1.0982 -5.3386 -0.9879
H -1.7414 -4.6451 -3.2547
H -1.8885 -2.2911 -3.8920
H -1.6604 -0.0851 -3.4852
H -0.4796 0.3899 -2.2466
H -2.1926 0.4133 -1.8677
*
```

Calculated values
HOMO-LUMO gap ... 0.216 hartree
ΔE to the lowest compared entry with this formula, charge and spin ... 0.0 kcal per mole
Max |F| ... 0.2 eV Å⁻¹
LUMO ... -2.5 eV
E_tot ... -2104.0337 a.u.

Atomic partial charges in e from the Löwdin method, atoms 1 to 6: 1.273 0.667 -0.669 -0.110 -0.574 0.721